ORCA calculation (the ωB97M-V functional and the def2-TZVPD basis) on one molecule with the formula C6H13N.

```
20
C6H13N | the OMol25 dataset | the ωB97M-V functional and the def2-TZVPD basis
H -0.272 -0.130 2.371
C 0.472 -1.417 0.183
H 2.264 -0.119 0.467
N -2.165 0.803 1.870
H 1.705 1.720 -0.841
H 0.181 1.508 -2.925
H 0.131 -0.154 -2.736
H -1.774 1.711 2.119
C 1.553 -0.428 -0.296
H -1.807 -1.212 0.133
H 0.281 -2.151 -0.599
H 0.242 1.249 -0.469
H 2.084 -1.021 -1.052
C -0.876 -0.771 0.482
C 1.081 0.838 -1.035
C 0.764 0.700 -2.507
H 0.767 -2.032 1.049
C -1.024 -0.022 1.580
H -2.630 0.514 2.723
H 1.746 0.659 -3.004
```

Lowest unoccupied orbital energy   1.06 eV
Total charge   0
ΔE to the lowest compared entry with this formula, charge and spin   38.3 kcal per mole
Kohn-Sham gap   9.962 eV
Spin multiplicity   1
SMILES   CCCC/C=C/N